# C3H8N3P

One molecule with the formula C3H8N3P (ωB97M-V/def2-TZVPD, the Open Molecules 2025 dataset).

Summary:
Orbital gap = 0.3219 Eh
HOMO energy = -0.2807 Ha
Lowest unoccupied orbital energy = 1.1219 eV

Geometry as ORCA input:
```
! RIJCOSX wB97M-V def2-TZVPD def2/J DEFGRID3
* xyz 0 1
C -0.98856 -0.77830 2.04033
C -0.40067 -0.80552 0.74863
C -2.25946 -0.63822 1.70244
N 0.92510 1.76371 -1.81142
N 1.93312 -0.57183 -1.17818
N -0.25436 0.25580 0.02205
P 0.42026 0.09344 -1.65992
H -0.48114 -0.91909 2.97016
H -3.06075 -0.94992 2.44248
H -2.56026 -0.59203 0.69220
H 1.52792 1.86845 -0.91245
H 1.47838 2.10163 -2.51744
H 2.56842 -0.74150 -1.96914
H 1.59946 -1.38736 -0.80693
H -0.44746 1.30074 0.23719
*
```

Here are the natural (NBO) charges for atoms 1 to 5, given in e:
1 C -0.2856
2 C 0.0869
3 C -0.4341
4 N -1.1681
5 N -1.1587

# C3H8N3S

A 2-piece molecular cluster, C3H8N3S overall (ωB97M-V/def2-TZVPD, the Open Molecules 2025 dataset).

Summary:
Orbital gap (spin up / spin down) = 0.1980 / 0.1564 Eh
HOMO energy (spin up / spin down) = -0.4523 / -0.4360 Ha
Lowest unoccupied orbital energy (spin up / spin down) = -6.9194 / -7.6073 eV

Geometry as ORCA input:
```
! RIJCOSX wB97M-V def2-TZVPD def2/J DEFGRID3
* xyz 1 1
C -0.40595 0.55328 -0.41734
C 1.93698 0.49941 -1.18617
C -2.71089 -0.43195 0.51381
N 1.00485 -1.51855 1.60044
N 1.46982 -0.48189 1.34942
N 0.62446 1.25500 -0.97654
S -2.00290 1.09068 -0.22405
H 1.76576 -0.38578 -1.65346
H 2.47101 1.27613 -1.73122
H 2.31758 0.36886 -0.20990
H -3.07092 -0.14173 1.54400
H -1.82278 -1.01694 0.63012
H -3.50454 -0.88855 -0.10602
H 1.32748 -2.43388 1.77765
H 0.60002 2.25590 -0.91075
*
```

Here are the natural (NBO) charges for atoms 1 to 5, given in e:
1 C -0.1231
2 C -0.3703
3 C -0.7168
4 N -0.1297
5 N 0.3090

# C3H8N3S

C3H8N3S as an isolated structure (ωB97M-V/def2-TZVPD, the Open Molecules 2025 dataset).

Summary:
Orbital gap = 0.3904 Eh
HOMO energy = -0.5221 Ha
Lowest unoccupied orbital energy = -3.5825 eV

Geometry as ORCA input:
```
! RIJCOSX wB97M-V def2-TZVPD def2/J DEFGRID3
* xyz 1 1
C -0.62404 2.04009 -0.06769
C 0.59153 -0.09975 -1.24266
C 0.62951 -1.76426 0.49756
N -1.13546 3.03609 0.38584
N -0.19823 0.47434 0.87723
N -0.20421 -0.60248 -0.05504
S -0.00761 1.64681 -1.63497
H 1.61823 -0.18953 -0.91762
H 0.35911 -0.63357 -2.19048
H 0.97159 -2.52701 -0.28624
H 1.45931 -1.24303 0.98369
H 0.24436 -2.44014 1.27027
H -1.59272 2.88029 1.29247
H -0.98977 0.43771 1.49898
H -1.12160 -1.01555 -0.41136
*
```

Here are the natural (NBO) charges for atoms 1 to 5, given in e:
1 C 0.2866
2 C -0.3295
3 C -0.4549
4 N -0.5700
5 N -0.5267

# C3H8N3S2

A 2-piece molecular cluster, C3H8N3S2 overall (ωB97M-V/def2-TZVPD, the Open Molecules 2025 dataset).

Summary:
Orbital gap (spin up / spin down) = 0.2961 / 0.2170 Eh
HOMO energy (spin up / spin down) = -0.4277 / -0.4682 Ha
Lowest unoccupied orbital energy (spin up / spin down) = -3.5803 / -6.8370 eV

Geometry as ORCA input:
```
! RIJCOSX wB97M-V def2-TZVPD def2/J DEFGRID3
* xyz 1 3
C 2.29876 -0.25235 0.10764
C -2.06593 0.63585 0.05475
C -0.74304 -0.02599 0.14636
N 3.30974 1.72866 0.72475
N 2.96525 0.81708 0.02701
N -1.00381 -1.46772 -0.26437
S 2.14566 -1.81999 0.00043
S 0.36495 0.80760 -0.98190
H -2.85385 0.24833 0.64935
H -2.15808 1.72410 0.34686
H -2.58452 0.40726 -0.97246
H -0.41074 0.10411 1.09287
H 3.91748 2.49320 0.23309
H -0.10213 -2.02265 -0.21704
H -1.15325 -1.59038 -1.22155
H -1.92650 -1.78711 0.27421
*
```

Here are the natural (NBO) charges for atoms 1 to 5, given in e:
1 C -0.0067
2 C -0.6716
3 C -0.2450
4 N -0.2828
5 N -0.1390